Computed, not measured: a cluster of 2 separate species, C3H10NO2 in total at a distorted geometry, with the ωB97M-V functional and the def2-TZVPD basis.

Results
2S+1 = 1
HOMO level = -14.5 eV
LUMO = -3.53 eV
Energy above the lowest of the compared OMol25 structures with the same formula, charge and spin = 33.76 kcal/mol
Charge = +1
Kohn-Sham gap = 10.95 eV

```
16
Properties=species:S:1:pos:R:3:nbo_charge:R:1
O 0.558 2.656 0.237 -0.42
C 0.751 1.544 -0.120 0.42
C -0.376 0.553 -0.214 -0.36
N 0.052 -0.745 -0.796 -0.49
C -1.046 -1.463 -1.537 -0.41
H 1.745 1.096 -0.313 0.11
H -0.632 0.409 0.811 0.28
H -1.300 0.904 -0.665 0.26
H 0.855 -0.602 -1.394 0.43
H 0.349 -1.342 -0.021 0.46
H -1.246 -0.927 -2.456 0.24
H -1.923 -1.391 -0.901 0.24
H -0.801 -2.518 -1.602 0.24
H 0.103 -1.232 2.971 0.51
H 0.693 -2.312 2.118 0.49
O 0.135 -1.526 2.047 -0.99
```